No. 1
ORCA calculation (the ωB97M-V functional and the def2-TZVPD basis) on the ion C4H9N4 with charge +1 in a non-equilibrium geometry.

**HOMO level**: -13.29 eV
**Multiplicity**: 1
**DFT total energy**: -376.55416 a.u.
**Total charge**: +1
**Orbital gap**: 9.32 eV
**Relative energy (zero: lowest compared OMol25 entry of this formula, charge and spin)**: 1.438 eV
**SMILES string**: N[C@H]1NC=CC(=[NH2+])N1

Element x y z (Å)
N -0.01 1.48 0.70
C 0.82 1.10 -0.36
N 1.94 0.25 -0.05
C 1.58 -0.83 0.63
C 0.22 -1.29 0.50
C -0.54 -0.73 -0.55
N -1.71 -1.19 -1.13
N 0.05 0.20 -1.27
H -0.08 2.48 1.00
H -0.37 0.81 1.38
H 0.90 1.94 -1.13
H 2.83 0.40 -0.49
H 2.46 -1.39 1.03
H -0.18 -1.92 1.23
H -2.40 -1.98 -0.90
H -1.96 -0.43 -1.70
H 0.00 0.25 -2.35

***

No. 2
ORCA calculation (the ωB97M-V functional and the def2-TZVPD basis) on a cluster of 2 separate species, C4H9N4 in total in a non-equilibrium geometry.

**HOMO level**: -14.04 eV
**Multiplicity**: 1
**DFT total energy**: -376.45665 a.u.
**Total charge**: +1
**Orbital gap**: 7.35 eV
**Relative energy (zero: lowest compared OMol25 entry of this formula, charge and spin)**: 4.091 eV

Element x y z (Å)
C 1.89 -1.06 -0.06
C 1.33 0.62 1.40
C 0.75 -0.33 0.30
C 0.59 1.71 2.03
N 2.85 -0.45 0.50
N 2.61 0.28 1.53
N -0.39 -0.10 -0.21
N -2.59 -1.18 -2.44
H 1.91 -1.69 -0.92
H 1.28 2.49 2.42
H 0.18 1.22 2.91
H -0.26 2.02 1.28
H -0.94 -0.68 -0.88
H -0.90 0.79 -0.05
H -2.04 -1.25 -3.21
H -3.26 -0.31 -2.48
H -3.03 -2.09 -2.12

***

No. 3
ORCA calculation (the ωB97M-V functional and the def2-TZVPD basis) on the ion C4H9N4 with charge +1 in a non-equilibrium geometry.

**HOMO level**: -13.85 eV
**Multiplicity**: 1
**DFT total energy**: -376.52317 a.u.
**Total charge**: +1
**Orbital gap**: 10.05 eV
**Relative energy (zero: lowest compared OMol25 entry of this formula, charge and spin)**: 2.281 eV
**SMILES string**: C[C@H](N)[n+]1cnc[nH]1

Element x y z (Å)
C -1.70 1.06 -0.68
C -1.02 -0.27 -0.16
N -1.36 -0.77 1.14
N 0.47 -0.11 -0.03
C 1.36 0.67 0.92
N 2.57 0.35 0.74
C 2.58 -0.54 -0.31
N 1.39 -0.78 -0.69
H -1.85 1.69 0.27
H -2.68 0.71 -1.21
H -1.02 1.49 -1.46
H -1.20 -1.00 -0.99
H -1.97 -1.55 1.16
H -1.44 -0.03 1.84
H 1.11 1.40 1.76
H 3.46 -1.00 -0.76
H 1.30 -1.34 -1.56

***

No. 4
ORCA calculation (the ωB97M-V functional and the def2-TZVPD basis) on a cluster of 2 separate species, C4H9N5 in total in a non-equilibrium geometry.

**HOMO level**: -9.43 eV
**Multiplicity**: 1
**DFT total energy**: -431.47333 a.u.
**Orbital gap**: 10.26 eV
**Relative energy (zero: lowest compared OMol25 entry of this formula, charge and spin)**: 3.645 eV

Element x y z (Å)
C -1.11 1.39 0.05
C 1.54 -0.97 0.34
C -0.56 -1.06 1.90
C 0.50 -0.14 1.17
N -2.12 1.85 -0.44
N 0.52 0.55 -2.67
N 1.61 0.24 -2.60
N -0.58 0.89 -3.02
N -0.17 0.78 0.40
H 2.12 -0.35 -0.37
H 2.25 -1.63 0.73
H 1.06 -1.64 -0.43
H -1.21 -0.51 2.47
H -0.16 -1.79 2.65
H -1.04 -1.52 1.08
H 0.94 0.49 1.96
H -1.38 0.66 -2.44
H -2.21 2.76 -0.79

***

No. 5
ORCA calculation (the ωB97M-V functional and the def2-TZVPD basis) on an isolated molecule of C4H9N5 in a non-equilibrium geometry.

**HOMO level**: -8.52 eV
**Multiplicity**: 1
**DFT total energy**: -431.59078 a.u.
**Orbital gap**: 9.26 eV
**Relative energy (zero: lowest compared OMol25 entry of this formula, charge and spin)**: 0.449 eV
**SMILES string**: [H]\N=C(N)/C=C(N)\C(N)=N/[H]

Element x y z (Å)
H -1.93 -0.70 0.70
N -1.88 0.12 1.32
C -1.17 1.05 0.77
N -1.04 2.21 1.48
C -0.56 0.91 -0.57
C 0.29 -0.06 -0.94
N 0.73 -0.24 -2.24
C 0.84 -1.06 0.06
N 0.97 -2.37 -0.30
N 1.27 -0.75 1.24
H 1.16 0.25 1.42
H -0.17 2.72 1.38
H -1.33 2.08 2.44
H -0.91 1.64 -1.29
H 0.77 0.61 -2.78
H 1.62 -0.75 -2.25
H 0.27 -2.70 -0.95
H 1.09 -2.96 0.52

***

No. 6
ORCA calculation (the ωB97M-V functional and the def2-TZVPD basis) on a cluster of 2 separate species, C4H9NO in total in a non-equilibrium geometry.

**HOMO level (spin up / spin down)**: -0.23 / -2.91 eV
**Multiplicity**: 2
**DFT total energy**: -287.69915 a.u.
**Total charge**: -1
**Orbital gap (spin up / spin down)**: 4.47 / 7.14 eV
**Relative energy (zero: lowest compared OMol25 entry of this formula, charge and spin)**: 1.253 eV
**<S²>**: 0.7623

Element x y z (Å)
C -0.26 1.84 -0.43
C -0.13 0.70 -1.47
C -0.24 -0.66 -1.14
C 0.16 -1.18 0.13
N -0.16 -2.52 0.45
O 0.75 -0.51 1.03
H -0.43 2.84 -0.80
H -0.99 1.55 0.33
H 0.76 1.43 -0.24
H -0.33 0.98 -2.51
H -0.03 6.19 4.97
H 0.20 6.90 4.97
H -0.70 -1.48 -1.69
H 0.08 -3.29 -0.15
H -0.04 -2.70 1.43

***

No. 7
ORCA calculation (the ωB97M-V functional and the def2-TZVPD basis) on a cluster of 2 separate species, C4H9NO in total in a non-equilibrium geometry.

**HOMO level (spin up / spin down)**: 0.51 / -2.90 eV
**Multiplicity**: 2
**DFT total energy**: -287.70769 a.u.
**Total charge**: -1
**Orbital gap (spin up / spin down)**: 2.77 / 6.10 eV
**Relative energy (zero: lowest compared OMol25 entry of this formula, charge and spin)**: 1.020 eV
**<S²>**: 0.7665

Element x y z (Å)
C -0.30 -0.74 0.90
C -0.79 0.62 1.30
C -1.75 0.97 2.22
C -0.07 1.67 -0.74
N -0.33 1.67 0.51
H 0.68 -0.67 0.46
H -0.28 -1.34 1.82
H -0.94 -1.28 0.21
H -1.88 2.04 2.33
H -2.54 0.36 2.64
H -0.10 0.71 -1.29
H 0.17 2.58 -1.30
H 2.08 -2.02 -3.46
H 3.06 -2.60 -2.45
O 3.00 -1.96 -3.14

***

No. 8
ORCA calculation (the ωB97M-V functional and the def2-TZVPD basis) on an isolated molecule of C4H9NO.

**HOMO level**: -9.78 eV
**Multiplicity**: 1
**DFT total energy**: -287.76086 a.u.
**Orbital gap**: 10.75 eV
**Relative energy (zero: lowest compared OMol25 entry of this formula, charge and spin)**: 1.948 eV
**SMILES string**: C[C@H]1N[C@H]1CO

Element x y z (Å)
C -1.66 0.65 0.34
C -0.85 -0.14 -0.66
N 0.36 0.47 -1.22
C 0.49 -0.74 -0.40
C 1.31 -0.56 0.88
O 1.78 0.76 1.04
H -2.34 -0.02 0.88
H -1.01 1.16 1.06
H -2.26 1.40 -0.19
H -1.45 -0.70 -1.37
H 0.46 0.29 -2.21
H 0.69 -1.67 -0.93
H 2.15 -1.27 0.85
H 0.70 -0.82 1.76
H 1.63 1.19 0.17

***

No. 9
ORCA calculation (the ωB97M-V functional and the def2-TZVPD basis) on an isolated molecule of C4H9NO.

**HOMO level**: -9.83 eV
**Multiplicity**: 1
**DFT total energy**: -287.81692 a.u.
**Orbital gap**: 10.77 eV
**Relative energy (zero: lowest compared OMol25 entry of this formula, charge and spin)**: 0.423 eV
**SMILES string**: CCCC(N)=O

Element x y z (Å)
C -0.94 -1.59 1.28
C -0.55 -0.98 -0.07
C -0.42 0.55 -0.19
C 1.02 0.86 -0.70
N 1.43 2.13 -0.99
O 1.82 -0.04 -0.90
H -0.63 -2.64 1.29
H -2.01 -1.57 1.50
H -0.42 -1.09 2.11
H 0.44 -1.35 -0.32
H -1.22 -1.37 -0.86
H -1.15 0.97 -0.90
H -0.62 1.05 0.77
H 2.38 2.17 -1.33
H 0.98 2.99 -0.74

***

No. 10
ORCA calculation (the ωB97M-V functional and the def2-TZVPD basis) on a structure of composition C4H9NO.

**HOMO level**: -7.92 eV
**Multiplicity**: 1
**DFT total energy**: -287.63052 a.u.
**Orbital gap**: 8.64 eV
**Relative energy (zero: lowest compared OMol25 entry of this formula, charge and spin)**: 5.495 eV

Element x y z (Å)
C 0.91 -1.04 -0.75
O 0.00 0.05 -0.62
C -0.71 0.28 0.70
N -0.61 1.44 1.06
C 0.67 1.84 -0.69
C -1.39 -0.96 1.17
H 1.47 -0.89 -1.67
H 0.35 -1.98 -0.83
H 1.60 -1.09 0.10
H 1.16 1.48 -1.59
H -0.08 2.59 -0.89
H 1.36 2.11 0.10
H -2.03 -1.40 0.39
H -0.67 -1.73 1.48
H -2.01 -0.71 2.04

***

No. 11
ORCA calculation (the ωB97M-V functional and the def2-TZVPD basis) on a cluster of 2 separate species, C4H9NO in total.

**HOMO level**: -7.79 eV
**Multiplicity**: 1
**DFT total energy**: -287.70936 a.u.
**Orbital gap**: 8.39 eV
**Relative energy (zero: lowest compared OMol25 entry of this formula, charge and spin)**: 3.350 eV

Element x y z (Å)
C -0.86 0.48 -0.41
C 0.50 -1.58 0.05
C 0.07 1.52 -0.11
N -1.97 0.29 0.35
C 1.74 -0.98 -0.06
O 2.13 0.01 0.65
H -0.92 0.07 -1.41
H -1.96 0.63 1.30
H -2.54 -0.52 0.19
H 2.35 -1.25 -0.93
H -0.04 -1.50 0.99
H 0.24 -2.39 -0.62
H -0.30 2.28 0.58
H 1.02 1.00 0.43
H 0.54 1.94 -1.00

***

No. 12
ORCA calculation (the ωB97M-V functional and the def2-TZVPD basis) on an isolated molecule of C4H9NO in a non-equilibrium geometry.

**HOMO level (spin up / spin down)**: -8.87 / -8.27 eV
**Multiplicity**: 1
**DFT total energy**: -287.59022 a.u.
**Orbital gap (spin up / spin down)**: 8.97 / 8.01 eV
**Relative energy (zero: lowest compared OMol25 entry of this formula, charge and spin)**: 6.591 eV

Element x y z (Å)
C -0.82 0.02 1.32
C -0.17 -0.08 -0.17
C 0.73 -1.29 -0.38
C 0.84 1.09 -0.38
N -1.41 0.05 -0.92
O -2.32 -0.56 -0.05
H -0.89 1.08 1.67
H -0.49 -0.84 1.88
H 1.35 -1.35 -1.29
H 0.08 -2.18 -0.32
H 1.46 -1.33 0.53
H 1.09 1.45 0.68
H 0.40 1.95 -0.86
H 1.88 0.89 -0.68
H -1.73 1.10 -1.03

***

No. 13
ORCA calculation (the ωB97M-V functional and the def2-TZVPD basis) on a cluster of 2 separate species, C4H9NO in total in a non-equilibrium geometry.

**HOMO level**: -8.01 eV
**Multiplicity**: 1
**DFT total energy**: -287.73195 a.u.
**Orbital gap**: 8.59 eV
**Relative energy (zero: lowest compared OMol25 entry of this formula, charge and spin)**: 2.735 eV
**SMILES string**: C=CN.C=CO

Element x y z (Å)
C -2.79 2.37 -0.01
C -2.10 1.51 -0.77
N -0.86 0.97 -0.44
H -2.52 2.39 1.04
H -3.51 3.11 -0.31
H -2.37 1.30 -1.80
H -0.69 0.99 0.56
H -0.58 0.14 -0.92
C 2.93 -1.51 1.04
C 2.15 -2.10 0.15
O 1.01 -1.47 -0.29
H 3.72 -2.04 1.55
H 2.86 -0.45 1.25
H 2.26 -3.10 -0.25
H 0.49 -2.11 -0.81

***

No. 14
ORCA calculation (the ωB97M-V functional and the def2-TZVPD basis) on a structure of composition C4H9NO in a non-equilibrium geometry.

**HOMO level**: -9.78 eV
**Multiplicity**: 1
**DFT total energy**: -287.63689 a.u.
**Orbital gap**: 10.52 eV
**Relative energy (zero: lowest compared OMol25 entry of this formula, charge and spin)**: 5.321 eV

Element x y z (Å)
C -2.32 0.13 -0.14
C -0.88 0.43 0.61
C 0.28 -0.40 -0.27
C 1.60 0.31 -0.04
H -2.60 0.74 -1.45
H -2.51 -1.27 -0.35
H -3.01 0.66 0.86
H -0.70 1.61 0.46
H -0.69 0.14 1.81
H 0.15 -1.56 -0.12
H 0.06 -0.30 -1.49
H 2.61 -1.49 0.08
H 3.64 -0.08 -0.02
N 2.65 -0.49 0.26
O 1.74 1.56 -0.19

***

No. 15
ORCA calculation (the ωB97M-V functional and the def2-TZVPD basis) on a cluster of 3 separate species, C4H9NO in total.

**HOMO level**: -8.22 eV
**Multiplicity**: 1
**DFT total energy**: -287.63945 a.u.
**Orbital gap**: 9.30 eV
**Relative energy (zero: lowest compared OMol25 entry of this formula, charge and spin)**: 5.252 eV

Element x y z (Å)
C -1.89 -0.11 0.11
N -0.65 -0.27 -0.41
C 0.41 -1.17 0.06
C 1.44 -0.13 -0.47
O 2.42 0.32 0.42
C 0.22 0.75 -0.66
H -2.34 -1.00 0.54
H -1.21 1.10 1.09
H -2.55 0.57 -0.42
H 0.38 -2.16 -0.41
H 0.41 -1.26 1.16
H 1.96 -0.46 -1.37
H 1.97 0.85 1.09
H -0.42 1.45 0.81
H 0.03 1.57 -1.34

***

No. 16
ORCA calculation (the ωB97M-V functional and the def2-TZVPD basis) on a structure of composition C4H9NO in a non-equilibrium geometry.

**HOMO level**: -8.48 eV
**Multiplicity**: 1
**DFT total energy**: -287.66862 a.u.
**Orbital gap**: 9.31 eV
**Relative energy (zero: lowest compared OMol25 entry of this formula, charge and spin)**: 4.458 eV

Element x y z (Å)
C 1.08 -1.12 -0.53
N 1.05 0.27 -0.09
C 1.09 0.30 1.39
C -0.10 1.02 -0.55
C -1.33 0.47 -0.57
O -1.84 -0.60 0.07
H 0.32 -1.79 -0.13
H 1.10 -1.12 -1.62
H 2.06 -1.50 -0.24
H 2.00 -0.17 1.75
H 0.26 -0.28 1.82
H 1.01 1.35 1.66
H 0.10 2.07 -0.71
H -1.24 -0.85 -0.76
H -2.09 1.22 -0.82

***

No. 17
ORCA calculation (the ωB97M-V functional and the def2-TZVPD basis) on an isolated molecule of C4H9NO.

**HOMO level**: -9.68 eV
**Multiplicity**: 1
**DFT total energy**: -287.82738 a.u.
**Orbital gap**: 10.55 eV
**Relative energy (zero: lowest compared OMol25 entry of this formula, charge and spin)**: 0.138 eV
**SMILES string**: CC(C)C(N)=O

Element x y z (Å)
C 0.71 0.66 1.13
C 0.10 0.44 -0.27
C 1.06 0.07 -1.42
C -1.03 -0.59 -0.30
N -1.62 -0.95 0.88
O -1.39 -1.10 -1.35
H 1.02 -0.27 1.62
H -0.02 1.14 1.80
H 1.58 1.33 1.10
H -0.36 1.40 -0.55
H 0.47 -0.08 -2.33
H 1.80 0.85 -1.61
H 1.57 -0.88 -1.23
H -1.51 -0.43 1.74
H -2.40 -1.58 0.79

***

No. 18
ORCA calculation (the ωB97M-V functional and the def2-TZVPD basis) on a cluster of 2 separate species, C4H9NO in total in a non-equilibrium geometry.

**HOMO level**: -11.55 eV
**Multiplicity**: 1
**DFT total energy**: -287.78006 a.u.
**Orbital gap**: 12.07 eV
**Relative energy (zero: lowest compared OMol25 entry of this formula, charge and spin)**: 1.426 eV
**SMILES string**: CCCC#N.O

Element x y z (Å)
C -0.05 0.59 0.05
C -1.10 -0.11 0.83
C -1.07 -1.60 0.58
C -2.25 -2.22 1.32
N -3.16 -2.73 1.86
H 0.96 0.28 0.35
H -0.17 1.66 0.27
H -0.16 0.44 -1.04
H -0.97 0.25 1.87
H -2.05 0.29 0.45
H -1.06 -1.90 -0.49
H -0.21 -2.10 1.08
O 3.90 2.26 -2.73
H 3.24 2.97 -2.56
H 4.15 1.93 -1.84

***

No. 19
ORCA calculation (the ωB97M-V functional and the def2-TZVPD basis) on an isolated molecule of C4H9NO.

**HOMO level**: -8.56 eV
**Multiplicity**: 1
**DFT total energy**: -287.75805 a.u.
**Orbital gap**: 9.48 eV
**Relative energy (zero: lowest compared OMol25 entry of this formula, charge and spin)**: 2.025 eV
**SMILES string**: CN(C)CC=O

Element x y z (Å)
C 1.53 -0.59 -0.59
N 0.54 -0.17 0.37
C -0.36 -1.23 0.76
C -0.06 1.12 0.05
C -1.57 1.24 -0.09
O -2.07 2.17 -0.67
H 1.10 -0.88 -1.57
H 2.08 -1.46 -0.20
H 2.25 0.21 -0.76
H 0.24 -2.07 1.16
H -1.03 -0.90 1.56
H -0.97 -1.63 -0.07
H 0.36 1.52 -0.88
H 0.21 1.86 0.83
H -2.20 0.47 0.39

***

No. 20
ORCA calculation (the ωB97M-V functional and the def2-TZVPD basis) on a cluster of 2 separate species, C4H9NO in total in a non-equilibrium geometry.

**HOMO level**: -7.11 eV
**Multiplicity**: 1
**DFT total energy**: -287.61882 a.u.
**Orbital gap**: 7.32 eV
**Relative energy (zero: lowest compared OMol25 entry of this formula, charge and spin)**: 5.813 eV
**SMILES string**: C=N/C=C/C.O

Element x y z (Å)
C 2.57 -0.48 -0.37
N 1.67 -0.80 -1.18
C 0.86 -1.92 -0.94
C -0.48 -1.79 -0.67
C -1.24 -1.98 0.64
H 3.37 0.28 -0.38
H 2.43 -0.63 0.73
H 1.34 -2.84 -1.30
H -1.07 -1.32 -1.47
H -2.27 -2.30 0.50
H -0.73 -2.80 1.19
H -1.01 -1.06 1.20
O -1.92 6.03 0.31
H -2.41 5.46 0.92
H -1.11 6.16 0.81